{"formula": "C4H8N4O", "method": "wB97M-V/def2-TZVPD", "e_above_lowest_kcal_mol": 0.0, "e_homo_ev": [-19.021, -19.021], "smiles": "NC(=O)[C@@H]1[NH+]=CNC1=[NH2+]", "gap_ev": [9.0, 9.0], "spin_multiplicity": 1, "total_charge": 2, "symbols": ["N", "C", "O", "C", "N", "C", "N", "C", "N", "H", "H", "H", "H", "H", "H", "H", "H"], "positions_angstrom": [[2.3898, 0.6719, -0.1287], [1.6374, -0.4093, -0.1844], [1.6269, -1.3559, -0.8824], [0.1887, -0.2711, 0.6774], [-0.4817, -1.5823, 0.6266], [-1.6212, -1.4824, -0.0185], [-1.7851, -0.2447, -0.4986], [-0.7958, 0.6256, -0.0234], [-0.8255, 1.8882, -0.2753], [2.3590, 1.2931, 0.7237], [3.2644, 0.7677, -0.5947], [0.3789, 0.0754, 1.6062], [0.0193, -2.4277, 0.9028], [-2.4563, -2.1505, -0.0713], [-2.4572, -0.0424, -1.1207], [0.1075, 2.2830, -0.1173], [-1.5491, 2.3614, -0.6214]]}